{"formula": "C48H66N10O3P3S2Sr", "method": "ωB97M-V/def2-TZVPD", "species": ["Sr", "S", "C", "C", "C", "C", "C", "N", "H", "H", "H", "H", "C", "N", "C", "C", "C", "C", "C", "N", "C", "C", "C", "C", "C", "C", "H", "H", "H", "H", "H", "H", "H", "H", "H", "H", "H", "C", "N", "C", "P", "O", "O", "P", "O", "N", "C", "C", "N", "C", "C", "N", "C", "C", "H", "H", "H", "H", "H", "H", "H", "H", "H", "H", "H", "H", "H", "H", "H", "H", "H", "H", "H", "H", "H", "H", "H", "H", "N", "P", "C", "C", "C", "C", "C", "C", "C", "C", "C", "C", "C", "C", "C", "C", "C", "C", "C", "C", "H", "H", "H", "H", "H", "H", "H", "H", "H", "H", "H", "H", "H", "H", "H", "C", "N", "C", "C", "S", "N", "C", "C", "H", "H", "H", "H", "H", "H", "H", "H", "H", "H", "H", "H"], "coordinates": [[-0.147, 0.925, 0.355], [-1.449, 0.381, 4.612], [-1.632, -1.170, 3.893], [-2.417, -2.175, 4.523], [-2.564, -3.415, 3.955], [-1.921, -3.695, 2.746], [-1.183, -2.672, 2.185], [-1.054, -1.446, 2.698], [-2.888, -1.929, 5.466], [-3.164, -4.173, 4.448], [-1.977, -4.664, 2.268], [-0.652, -2.840, 1.249], [2.320, 1.009, -2.663], [1.627, 1.759, -1.628], [1.812, 3.027, -1.657], [1.406, 3.901, -0.598], [1.539, 5.294, -0.528], [1.111, 5.650, 0.756], [0.747, 4.448, 1.383], [0.934, 3.389, 0.580], [3.811, 0.914, -2.425], [4.693, 0.798, -3.494], [6.055, 0.645, -3.275], [6.549, 0.609, -1.978], [5.673, 0.724, -0.907], [4.312, 0.876, -1.127], [2.136, 1.436, -3.660], [1.924, -0.005, -2.672], [2.358, 3.493, -2.490], [1.918, 5.942, -1.305], [1.089, 6.639, 1.191], [0.385, 4.306, 2.392], [4.310, 0.830, -4.509], [6.731, 0.558, -4.117], [7.611, 0.490, -1.804], [6.043, 0.684, 0.111], [3.616, 0.934, -0.297], [-4.200, 1.445, -3.865], [-4.089, 1.811, -2.462], [-5.252, 2.450, -1.883], [-2.916, 1.131, -1.545], [-1.707, 0.735, -2.292], [-2.442, 2.267, -0.489], [-2.709, 2.881, 1.011], [-1.576, 2.420, 1.833], [-4.149, 2.407, 1.636], [-4.175, 1.353, 2.657], [-5.382, 3.171, 1.548], [-2.890, 4.468, 0.623], [-2.847, 5.356, 1.791], [-2.199, 5.033, -0.546], [-3.546, -0.036, -0.594], [-4.886, -0.581, -0.668], [-2.560, -0.636, 0.312], [-4.926, 0.637, -4.019], [-3.229, 1.125, -4.235], [-4.527, 2.315, -4.439], [-6.155, 1.846, -2.028], [-5.410, 3.429, -2.342], [-5.106, 2.589, -0.817], [-3.171, 1.121, 3.020], [-4.655, 0.448, 2.273], [-4.745, 1.709, 3.518], [-5.293, 3.970, 0.818], [-5.621, 3.613, 2.521], [-6.214, 2.517, 1.267], [-3.262, 4.854, 2.666], [-3.444, 6.247, 1.584], [-1.820, 5.649, 2.018], [-2.464, 4.478, -1.442], [-1.113, 5.040, -0.424], [-2.545, 6.062, -0.661], [-5.329, -0.366, -1.640], [-5.544, -0.180, 0.111], [-4.836, -1.666, -0.564], [-1.666, -0.853, -0.281], [-2.913, -1.588, 0.695], [-2.337, 0.001, 1.176], [1.796, -0.284, 0.899], [2.801, -1.087, 1.712], [3.898, -2.161, 0.673], [4.995, -2.896, 1.116], [5.754, -3.644, 0.227], [5.424, -3.669, -1.123], [4.335, -2.939, -1.576], [3.582, -2.191, -0.681], [3.966, -0.012, 2.653], [4.927, -0.454, 3.559], [5.761, 0.449, 4.202], [5.637, 1.810, 3.952], [4.670, 2.262, 3.065], [3.839, 1.355, 2.420], [2.241, -2.247, 3.015], [2.110, -3.616, 2.784], [1.518, -4.437, 3.734], [1.036, -3.894, 4.917], [1.147, -2.531, 5.148], [1.748, -1.714, 4.203], [5.261, -2.899, 2.165], [6.605, -4.209, 0.588], [6.021, -4.249, -1.817], [4.080, -2.943, -2.630], [2.733, -1.594, -1.000], [5.009, -1.509, 3.794], [6.500, 0.091, 4.909], [6.286, 2.515, 4.457], [4.551, 3.323, 2.878], [3.062, 1.690, 1.739], [2.457, -4.043, 1.851], [1.411, -5.498, 3.539], [0.549, -4.530, 5.647], [0.726, -2.088, 6.042], [1.774, -0.643, 4.367], [-0.771, -1.716, -4.868], [-0.867, -2.400, -3.587], [0.153, -1.951, -2.653], [-1.932, -3.143, -3.229], [-2.328, -3.513, -1.652], [-2.696, -3.607, -4.300], [-4.018, -4.131, -4.009], [-2.008, -4.422, -5.296], [-0.585, -0.657, -4.673], [-1.698, -1.816, -5.425], [0.057, -2.102, -5.469], [1.136, -2.166, -3.080], [0.061, -2.457, -1.696], [0.059, -0.871, -2.516], [-4.558, -3.444, -3.363], [-3.975, -5.104, -3.507], [-4.551, -4.237, -4.955], [-0.981, -4.103, -5.428], [-2.523, -4.349, -6.255], [-2.000, -5.474, -4.985]], "atomic_forces_ev_per_a": [[2.0495, 0.5592, 0.5636], [0.1583, -0.0708, 0.1009], [-0.2005, -0.0235, -0.0849], [0.0477, 0.0045, 0.0269], [-0.0063, 0.0013, -0.0241], [-0.0044, 0.0194, 0.0227], [0.1591, -0.0516, -0.0264], [-0.0354, 0.0690, -0.0083], [0.0024, -0.0032, 0.0008], [0.0005, 0.0000, -0.0008], [0.0013, 0.0019, -0.0025], [-0.0187, 0.0071, -0.0014], [-0.0014, 0.0405, -0.0334], [-0.1953, 0.0965, -0.1181], [-0.0014, -0.0403, 0.0489], [0.0823, 0.0003, 0.0250], [0.0230, -0.0001, -0.0234], [0.0134, -0.0032, 0.0196], [0.0841, -0.0251, 0.0982], [-0.3811, 0.0297, -0.1662], [0.1019, -0.0628, 0.0026], [-0.0258, -0.0039, -0.0003], [0.0344, -0.0060, 0.0049], [-0.0108, -0.0176, -0.0001], [-0.0129, 0.0036, -0.0390], [-0.0215, 0.0865, 0.0198], [0.0296, 0.0020, 0.0092], [-0.0342, -0.0356, -0.0331], [0.0221, -0.0080, -0.0027], [-0.0013, -0.0004, -0.0003], [-0.0046, -0.0007, 0.0013], [-0.0224, -0.0031, -0.0046], [-0.0019, 0.0051, -0.0067], [0.0047, 0.0027, -0.0034], [0.0048, -0.0043, -0.0003], [0.0060, 0.0013, 0.0318], [0.0076, -0.0122, -0.0498], [0.0314, 0.0479, -0.0195], [0.0251, -0.1618, -0.1077], [-0.0127, 0.0000, -0.0256], [0.0054, 0.2604, 0.2932], [0.0180, -0.0090, 0.0234], [-0.4837, 0.0415, -0.1161], [0.0598, -0.0481, -0.1290], [-0.3589, -0.0215, -0.1029], [0.0035, 0.1680, 0.0533], [-0.0240, 0.0090, -0.0279], [-0.0145, -0.0617, -0.0596], [0.0709, 0.0080, 0.0066], [-0.0148, -0.0054, -0.0158], [0.0023, 0.0111, 0.0153], [0.0080, 0.0140, -0.0041], [-0.0057, -0.0286, -0.0204], [-0.4561, 0.0579, -0.1687], [-0.0127, 0.0160, -0.0010], [-0.0070, -0.0193, 0.0005], [0.0175, 0.0022, -0.0090], [0.0001, 0.0101, 0.0003], [-0.0073, -0.0015, 0.0051], [-0.0072, -0.0005, 0.0230], [-0.0166, -0.0367, -0.0254], [-0.0234, -0.0097, -0.0046], [0.0036, 0.0011, 0.0083], [0.0005, 0.0231, 0.0030], [-0.0054, -0.0039, -0.0001], [-0.0035, 0.0068, -0.0030], [-0.0007, 0.0002, -0.0019], [0.0046, 0.0046, 0.0060], [-0.0040, 0.0050, -0.0016], [0.0051, -0.0055, -0.0047], [-0.0163, 0.0057, -0.0072], [-0.0003, 0.0007, -0.0073], [0.0000, 0.0152, 0.0118], [0.0089, -0.0098, 0.0198], [0.0048, -0.0053, -0.0056], [-0.1226, -0.4174, 0.1733], [-0.0798, 0.0059, -0.0198], [-0.1888, -0.1917, -0.0012], [-0.3148, -0.3085, -0.2345], [0.1251, 0.0303, 0.0902], [0.0055, 0.0478, 0.0084], [-0.0249, -0.0144, 0.0275], [0.0165, 0.0005, -0.0171], [0.0017, 0.0355, 0.0024], [-0.0078, 0.0139, 0.0076], [-0.0139, -0.0413, -0.0069], [0.0693, 0.0175, -0.0831], [-0.0138, -0.0163, 0.0388], [0.0089, -0.0010, -0.0073], [-0.0018, -0.0042, -0.0244], [-0.0070, -0.0012, 0.0105], [-0.0008, 0.0150, 0.0007], [-0.0634, -0.0630, -0.1022], [0.0546, 0.0358, 0.0305], [-0.0006, 0.0110, 0.0260], [0.0111, -0.0226, -0.0130], [0.0079, 0.0125, 0.0087], [-0.0388, 0.0492, -0.0175], [-0.0072, -0.0011, 0.0034], [-0.0014, -0.0018, 0.0012], [-0.0017, -0.0003, -0.0004], [0.0030, 0.0075, -0.0013], [0.0175, -0.0162, 0.0065], [-0.0148, 0.0011, 0.0036], [0.0014, 0.0010, 0.0002], [-0.0060, -0.0008, 0.0037], [0.0023, -0.0019, -0.0025], [0.0187, 0.0086, 0.0290], [0.0250, 0.0002, -0.0210], [0.0021, 0.0017, -0.0017], [-0.0018, 0.0022, -0.0024], [0.0012, 0.0058, -0.0014], [0.0080, 0.0063, 0.0070], [-0.0379, 0.0561, 0.0074], [-0.0017, 0.1243, -0.1121], [-0.0303, -0.1110, 0.1246], [0.0329, -0.0495, -0.0370], [-0.0041, 0.0396, 0.0814], [0.0000, 0.0090, -0.0355], [0.0049, 0.0053, 0.0190], [-0.0049, -0.0023, 0.0160], [-0.0120, -0.0006, 0.0042], [-0.0056, -0.0005, -0.0007], [0.0013, -0.0116, 0.0090], [0.0228, -0.0094, 0.0255], [-0.0320, -0.0195, -0.0368], [-0.0639, -0.0779, 0.0708], [-0.0021, -0.0001, -0.0002], [-0.0017, -0.0017, -0.0011], [0.0007, 0.0016, -0.0009], [0.0150, 0.0039, 0.0063], [0.0063, 0.0034, -0.0034], [-0.0027, -0.0029, -0.0052]], "charge": -1, "e_tot_ev": -122271.832, "gap_ev": 5.49, "relative_energy_kj_mol": 148.7, "lumo_ev": 1.8}



{"formula": "C6H13N3Si", "method": "ωB97M-V/def2-TZVPD", "species": ["C", "C", "C", "C", "C", "C", "N", "N", "N", "Si", "H", "H", "H", "H", "H", "H", "H", "H", "H", "H", "H", "H", "H"], "coordinates": [[-2.094, 1.197, -0.494], [-2.463, -0.132, 0.035], [-3.925, -0.256, 0.227], [1.547, -1.917, -0.194], [1.749, 0.500, 1.750], [2.782, 0.788, -1.251], [-0.861, 1.338, -0.755], [-1.511, -0.917, 0.105], [-0.109, 0.365, -0.515], [1.488, -0.056, -0.128], [-2.762, 1.950, -0.487], [-4.356, -1.099, 0.842], [-4.182, 0.737, 0.314], [-4.309, -0.392, -0.775], [1.929, -2.375, -1.073], [1.821, -2.300, 0.775], [0.409, -2.064, -0.232], [1.747, 1.563, 1.919], [1.062, 0.075, 2.490], [2.681, -0.072, 1.974], [3.413, 1.687, -0.981], [3.649, 0.182, -1.397], [2.295, 1.200, -2.151]], "atomic_forces_ev_per_a": [[0.9481, -1.5437, 0.3698], [0.8116, 1.1749, -0.8259], [-0.0149, -2.8790, -0.7542], [-3.0230, 1.1090, 0.3280], [0.1843, -1.9773, -1.0949], [0.0425, 2.0798, 0.3764], [0.8767, 0.8622, 0.1429], [2.6669, -0.3970, 0.0678], [-3.8472, -2.0810, -0.3153], [2.3561, 0.5833, 2.2752], [-1.9698, 2.5774, -0.4666], [0.6825, 1.4911, -0.2414], [-1.5694, 1.9459, 1.6781], [-0.1501, -0.6442, -0.5449], [0.7448, -0.4786, -0.4279], [0.6040, -0.4507, 0.0469], [1.4553, -0.2164, 0.0429], [0.6058, 0.3804, -0.0532], [-0.3927, -0.0886, -0.4724], [-0.0407, 1.1137, 0.1206], [-1.3575, -0.3759, 0.8423], [0.0745, -1.3123, -0.9154], [0.3123, -0.8729, -0.1785]], "charge": 0, "e_tot_ev": -18777.778, "gap_ev": 9.03, "relative_energy_kj_mol": 301.4, "lumo_ev": 0.3}



{"formula": "C4H2CaO2", "method": "ωB97M-V/def2-TZVPD", "species": ["O", "C", "C", "C", "H", "C", "O", "Ca", "H"], "coordinates": [[-1.403, 1.579, -0.293], [-2.039, 0.409, -0.112], [-1.251, -0.747, 0.003], [-0.125, -1.220, 0.436], [-3.131, 0.406, -0.203], [2.070, -0.560, 0.288], [2.446, 0.208, -0.689], [0.535, 1.004, -0.253], [2.898, -1.079, 0.823]], "atomic_forces_ev_per_a": [[-2.4852, 1.1454, 0.0125], [-0.2726, 0.0942, -0.6357], [1.3972, 0.2960, 1.2215], [-2.1571, -2.2281, -0.8355], [0.2120, -0.0626, -0.0106], [1.0994, 4.0656, 1.4058], [1.5368, -2.0788, -0.6446], [0.7865, -0.0796, 0.4192], [-0.1170, -1.1521, -0.9325]], "charge": -1, "spin_multiplicity": 2, "s_squared": 0.7693, "e_tot_ev": -26708.844, "gap_ev": [4.03, 4.42], "relative_energy_kj_mol": 227.0, "lumo_ev": [2.8, 2.8]}



{"formula": "C15H16BClN4O2S2Ta", "method": "ωB97M-V/def2-TZVPD", "species": ["Ta", "C", "N", "C", "C", "N", "B", "N", "C", "C", "N", "C", "C", "S", "C", "S", "H", "H", "H", "H", "H", "H", "H", "H", "H", "H", "H", "H", "Cl", "C", "C", "C", "C", "O", "C", "C", "O", "C", "H", "H", "H", "H"], "coordinates": [[-0.195, -0.012, 0.096], [-1.109, 1.747, 3.071], [0.276, 1.697, 2.562], [1.366, 1.627, 3.319], [2.473, 1.774, 2.473], [2.044, 1.935, 1.227], [3.035, 2.461, 0.075], [2.757, 1.790, -1.318], [3.103, 2.435, -2.477], [2.937, 1.565, -3.512], [2.479, 0.389, -2.982], [2.231, -0.840, -3.748], [2.383, 0.554, -1.650], [1.938, -0.735, -0.534], [0.673, 1.861, 1.226], [-0.389, 2.278, -0.103], [-1.083, 1.551, 4.139], [-1.729, 0.989, 2.590], [-1.526, 2.735, 2.883], [1.319, 1.504, 4.391], [3.524, 1.800, 2.715], [2.807, 3.628, -0.035], [4.137, 2.192, 0.443], [3.450, 3.454, -2.470], [3.102, 1.683, -4.569], [2.207, -0.578, -4.801], [1.274, -1.271, -3.467], [3.032, -1.554, -3.569], [-5.821, -4.868, 0.593], [-4.694, -3.597, 0.355], [-5.135, -2.350, -0.105], [-4.246, -1.292, -0.323], [-2.915, -1.505, -0.085], [-2.003, -0.497, -0.267], [-2.439, -2.743, 0.422], [-1.106, -2.893, 0.813], [-0.221, -1.959, 0.750], [-3.357, -3.799, 0.633], [-6.193, -2.213, -0.293], [-4.590, -0.335, -0.690], [-0.765, -3.854, 1.198], [-3.028, -4.754, 1.026]], "atomic_forces_ev_per_a": [[-0.4178, -1.3916, -0.2607], [-0.0182, -0.0236, 0.0019], [0.0425, 0.2341, 0.2429], [-0.1370, 0.1847, 0.0038], [0.0993, 0.2004, -0.1298], [0.1156, 0.0586, 0.2723], [0.0912, -0.0229, -0.2520], [0.0119, -0.0113, 0.0405], [-0.0553, 0.0145, 0.0100], [-0.0239, -0.0080, 0.0058], [0.0151, 0.0374, -0.0177], [0.0175, 0.0000, 0.0308], [0.1961, 0.0689, 0.2346], [-0.1659, -0.2527, -0.9575], [-0.3330, -0.8576, 0.0101], [-0.2178, 0.9490, 0.0082], [0.0041, 0.0061, -0.0009], [0.0095, 0.0322, -0.0255], [0.0147, 0.0074, -0.0198], [0.0494, -0.0680, 0.0005], [-0.0082, -0.0551, 0.0454], [-0.0429, 0.0125, 0.0583], [-0.0384, -0.0299, 0.0749], [-0.0033, 0.0037, -0.0258], [0.0140, 0.0204, 0.0021], [0.0040, -0.0103, -0.0037], [-0.0023, 0.0057, -0.0024], [0.0055, -0.0007, -0.0038], [0.1744, 0.2394, -0.0506], [-0.1091, -0.3195, 0.1047], [0.1389, 0.0700, -0.0226], [-0.0859, -0.1350, -0.1768], [0.3030, 0.2115, 0.0197], [0.4776, 0.3701, 0.1140], [0.1672, 0.0779, 0.0854], [-0.2422, -0.1962, -0.1155], [-0.0001, 0.4849, 0.7354], [-0.1546, 0.0219, -0.0557], [0.0126, 0.0397, -0.0063], [-0.0498, -0.0192, -0.0052], [0.0722, 0.0186, 0.0457], [0.0694, 0.0321, -0.0147]], "charge": 3, "e_tot_ev": -62264.898, "gap_ev": 5.04, "relative_energy_kj_mol": 219.6, "lumo_ev": -12.7}